Below is a cluster of 14 separate species, C24H79N3O14 in total, with properties calculated with the ωB97M-V functional and the def2-TZVPD basis.

The value obtained for the maximum force is 2.63 eV Å⁻¹. The total charge is -1. For the frontier orbital gap (alpha / beta), the calculation gives 1.7 / 9.1 eV. The spin multiplicity is 2. The HOMO energy (alpha / beta) is 0.4361 / -7.0052 eV. The calculation puts the molar mass at 633.90 g mol⁻¹.

Each line ends with the Mulliken charge.
Element x y z (Å)
1 C 4.52718 -1.94690 4.57166  -1.061
2 C 4.44316 -2.14018 3.03368  -0.184
3 O 4.22584 -0.87975 2.54604  -0.309
4 H 4.88825 -2.81557 5.12224  0.389
5 H 3.55380 -1.68120 4.98404  0.230
6 H 5.16893 -1.12109 4.87870  0.283
7 H 3.59333 -2.74261 2.71278  0.198
8 H 5.38602 -2.47120 2.59830  0.306
9 H 3.29975 -0.66691 2.68260  0.120
10 C -2.08371 4.21034 -3.13513  -1.505
11 C -2.23661 2.67604 -3.01375  -0.654
12 O -1.32542 2.16494 -2.06897  0.027
13 H -1.11834 4.46393 -3.57314  0.260
14 H -2.19135 4.73874 -2.18787  0.258
15 H -2.84642 4.54357 -3.83893  0.431
16 H -1.96687 2.24567 -3.97817  0.190
17 H -3.25834 2.36444 -2.79678  0.347
18 H -1.59128 2.43372 -1.18656  0.042
19 C -0.72401 -0.35302 0.92018  -0.713
20 C 0.65520 0.29668 0.50247  0.866
21 O 1.73079 -0.54469 0.95979  0.308
22 H -1.57851 0.20825 0.54214  0.367
23 H -0.82559 -0.45251 2.00086  -0.056
24 H -0.91524 -1.35938 0.54766  -0.075
25 H 0.65223 1.25402 1.02362  0.110
26 H 0.67401 0.46120 -0.57488  -0.568
27 H 2.44828 -0.39269 0.34036  -0.057
28 C -2.36592 -1.30590 5.18035  -1.077
29 C -3.15268 -2.11178 4.11755  -0.088
30 O -3.99680 -1.15291 3.48830  -0.524
31 H -1.81529 -0.43513 4.82449  0.152
32 H -1.59215 -1.91346 5.64968  0.344
33 H -2.96595 -1.00677 6.03977  0.439
34 H -3.82282 -2.81544 4.61138  0.497
35 H -2.52289 -2.58715 3.36557  -0.012
36 H -4.83642 -1.07796 3.94766  0.264
37 C 0.74901 0.64686 4.44059  -0.407
38 C 1.24067 2.06120 4.85894  -0.513
39 O 0.10919 2.80430 5.32595  -0.536
40 H 0.34380 -0.01412 5.20675  0.574
41 H 1.62779 0.13204 4.05226  -0.178
42 H 0.00774 0.74298 3.64726  0.115
43 H 1.74838 2.46625 3.98358  0.090
44 H 2.03575 1.92802 5.59258  0.334
45 H -0.31049 2.33473 6.05049  0.342
46 C -4.21747 -4.41691 1.54671  -1.214
47 C -3.38501 -4.05822 0.32923  0.207
48 O -4.17049 -3.29444 -0.55390  -0.454
49 H -3.56620 -4.85341 2.30396  0.367
50 H -4.78321 -5.31417 1.29578  0.375
51 H -4.89736 -3.63927 1.89473  0.288
52 H -3.23049 -5.04066 -0.11691  0.327
53 H -2.47673 -3.50697 0.57264  -0.176
54 H -4.27341 -2.45013 -0.10876  0.293
55 O 0.45400 4.54082 1.87002  -0.785
56 H 0.76844 5.41869 1.65391  0.328
57 H 1.21878 3.97684 1.75476  0.424
58 O 1.48184 1.96205 -2.69292  -0.119
59 H 1.72126 2.83941 -2.39432  0.059
60 H 0.53254 1.92003 -2.57760  -0.007
61 O -1.46763 3.07372 0.56057  0.052
62 H -0.78400 3.48666 1.08817  0.054
63 H -2.28599 3.42871 0.90769  0.098
64 O 0.68498 -2.70820 2.97890  -0.693
65 H 0.69324 -1.97339 2.36553  0.207
66 H 0.20970 -3.39982 2.51847  0.270
67 O 3.15182 -0.25075 -1.44047  -0.185
68 H 2.82055 0.38775 -2.07197  0.054
69 H 3.97411 -0.55989 -1.82060  0.106
70 C 0.39612 -3.58372 -1.99119  -1.104
71 C 1.28660 -3.02320 -3.14009  0.203
72 C 0.75197 -1.63259 -3.56415  0.750
73 O 1.70938 -1.11159 -4.49661  -0.367
74 C 1.10399 -0.88711 -5.76711  -0.844
75 N 2.70294 -2.94652 -2.69072  -0.868
76 H 0.38539 -2.79555 -1.23836  -0.215
77 H 0.83913 -4.47885 -1.55461  0.427
78 H -0.63226 -3.84685 -2.23878  0.371
79 H 1.29828 -3.73061 -3.96927  0.346
80 H 0.66260 -1.04214 -2.65230  -0.762
81 H -0.23054 -1.75910 -4.01886  0.471
82 H 1.88140 -0.48057 -6.41400  0.247
83 H 0.23376 -0.23469 -5.69550  0.285
84 H 0.81005 -1.80144 -6.28259  0.341
85 H 2.78791 -2.22925 -1.98475  0.289
86 H 3.07584 -2.50198 -3.51741  0.423
87 C 4.68496 2.17378 0.55199  -1.731
88 C 3.96242 2.96584 1.60429  1.771
89 C 4.52112 4.35205 1.96232  -1.473
90 O 5.61279 4.16747 2.82130  -0.248
91 C 6.05557 5.40410 3.36686  -0.830
92 N 2.64069 3.06634 1.03630  0.195
93 H 4.27021 1.16671 0.50866  0.152
94 H 5.73197 1.93798 0.74242  0.374
95 H 4.61736 2.58620 -0.45471  0.513
96 H 3.95836 2.21657 2.39591  0.080
97 H 3.79400 5.02196 2.42127  0.160
98 H 4.81797 4.85208 1.04040  0.357
99 H 6.23204 6.17960 2.62149  0.302
100 H 7.01126 5.31589 3.88355  0.278
101 H 5.34694 5.68508 4.14595  0.318
102 H 2.66371 3.42219 0.09135  -0.012
103 H 2.36881 2.12104 0.80699  -0.410
104 C -6.08504 -2.49099 -5.07871  -1.412
105 C -5.31085 -1.18419 -4.85638  0.700
106 C -3.80690 -1.26107 -4.91730  -0.762
107 O -3.30366 -1.81475 -3.75550  -0.327
108 C -2.78930 -0.97009 -2.73355  -0.389
109 N -5.78599 -0.35223 -5.89779  -0.760
110 H -6.07222 -3.12154 -4.18970  0.287
111 H -5.55696 -3.01403 -5.87598  0.313
112 H -7.11062 -2.24411 -5.35322  0.410
113 H -5.63762 -0.77123 -3.90203  0.224
114 H -3.45527 -0.24280 -5.08336  0.210
115 H -3.50482 -1.86463 -5.77319  0.346
116 H -2.09221 -0.21814 -3.10330  0.263
117 H -2.34471 -1.58099 -1.94789  -0.094
118 H -3.63844 -0.55451 -2.19101  0.437
119 H -6.76778 -0.16223 -5.75603  0.269
120 H -5.32960 0.54034 -5.77479  0.246